Record 1
55
Properties=species:S:1:pos:R:3:mulliken_charge:R:1 method="wB97M-V/def2-TZVPD" charge=0 lumo_energy_ev=-0.01 homo_energy_ev=-8.22 multiplicity=1 total_energy_ev=-36349.1923
C 1.488 1.656 -0.157 -0.631
C 0.314 1.283 -0.630 0.214
N 0.110 0.033 -1.225 0.182
N 1.688 2.941 0.484 -0.562
H 2.418 1.087 -0.125 0.408
H -0.511 2.041 -0.772 -0.073
H -0.779 -0.349 -1.406 0.222
H 0.768 -0.694 -1.004 -0.074
H 0.928 3.595 0.133 0.383
H 2.456 3.381 0.113 0.203
H -1.472 2.872 -3.154 0.311
H -2.239 2.746 -1.897 0.311
O -1.675 3.351 -2.379 -0.623
H 2.124 -1.254 1.328 0.249
H 3.312 -2.094 1.027 0.349
O 3.028 -1.180 0.903 -0.603
H 0.119 -3.317 -1.152 0.249
H -1.152 -3.579 -1.939 0.340
O -0.645 -3.892 -1.196 -0.704
H -2.662 2.077 2.071 0.275
H -2.109 1.758 3.480 0.353
O -2.735 1.452 2.828 -0.599
H 2.176 -3.466 0.190 0.406
H 2.397 -4.334 1.529 0.241
O 2.171 -3.544 1.136 -0.618
H 2.994 -2.345 -1.503 0.272
H 2.257 -2.697 -2.816 0.254
O 2.192 -2.736 -1.864 -0.569
H -2.392 0.194 -0.208 0.271
H -3.633 0.160 0.759 0.280
O -3.317 0.332 -0.121 -0.611
H 1.135 3.005 -2.585 0.306
H 0.521 3.278 -3.935 0.302
O 0.796 2.540 -3.331 -0.606
H -1.635 -2.227 -4.402 0.306
H -0.787 -1.503 -3.506 0.265
O -0.790 -2.341 -3.959 -0.594
H 0.260 1.973 3.946 0.362
H 0.176 0.999 5.007 0.336
O -0.457 1.515 4.562 -0.683
H 0.591 -0.497 2.839 0.303
H 1.699 0.515 3.107 0.329
O 1.211 -0.186 3.511 -0.645
H 1.814 -0.228 -2.565 0.323
H 2.394 0.154 -3.909 0.248
O 1.980 -0.587 -3.435 -0.600
H -0.373 2.825 2.208 0.234
H 0.827 3.909 2.437 0.292
O 0.116 3.403 2.748 -0.619
H -1.569 -3.146 0.464 0.255
H -3.044 -2.740 0.471 0.293
O -2.189 -2.543 0.842 -0.465
H -3.104 -0.532 2.393 0.257
H -3.438 -1.915 2.566 0.378
O -3.755 -1.152 2.093 -0.684

Record 2
43
Properties=species:S:1:pos:R:3:mulliken_charge:R:1 method="wB97M-V/def2-TZVPD" smiles="CCOCCc1nnc(NC(=O)[C@@H](CC)c2ccccc2)s1" charge=0 lumo_energy_ev=0.38 homo_energy_ev=-8.97 multiplicity=1 total_energy_ev=-36332.9611
C 4.921 -1.647 1.925 -1.046
C 5.301 -0.800 0.713 -0.230
O 4.634 -1.141 -0.484 -0.462
C 3.262 -0.848 -0.533 -0.315
C 2.380 -2.096 -0.307 -0.484
C 0.957 -1.703 -0.306 0.445
N 0.221 -1.626 0.741 -0.836
N -1.011 -1.197 0.526 0.172
C -1.259 -0.904 -0.701 0.219
N -2.427 -0.407 -1.198 0.085
C -3.228 0.624 -0.737 -0.390
O -4.208 0.915 -1.379 -0.622
C -2.794 1.357 0.519 0.935
C -3.215 0.577 1.774 -0.544
C -4.710 0.279 1.781 -1.416
C -1.325 1.710 0.434 -0.057
C -0.855 2.268 -0.753 -0.252
C 0.480 2.590 -0.910 -0.933
C 1.372 2.369 0.126 -0.349
C 0.912 1.834 1.316 -0.687
C -0.425 1.507 1.472 -0.345
S 0.125 -1.196 -1.771 -0.197
H 5.026 -2.703 1.691 0.280
H 3.897 -1.450 2.235 0.245
H 5.582 -1.405 2.753 0.395
H 5.135 0.264 0.941 0.283
H 6.359 -0.943 0.479 0.345
H 2.995 -0.077 0.200 0.196
H 3.057 -0.455 -1.537 0.353
H 2.612 -2.554 0.653 0.190
H 2.584 -2.814 -1.103 0.308
H -2.691 -0.728 -2.124 0.300
H -3.368 2.294 0.505 0.555
H -2.975 1.185 2.649 0.469
H -2.650 -0.354 1.826 0.281
H -4.986 -0.217 2.708 0.417
H -5.287 1.198 1.697 0.342
H -4.985 -0.368 0.952 0.341
H -1.547 2.448 -1.565 0.432
H 0.825 3.012 -1.842 0.401
H 2.416 2.618 0.005 0.466
H 1.597 1.662 2.134 0.383
H -0.753 1.074 2.402 0.327

Record 3
12
Properties=species:S:1:pos:R:3:mulliken_charge:R:1 method="wB97M-V/def2-TZVPD" charge=0 lumo_energy_ev=0.78 homo_energy_ev=-10.30 multiplicity=1 total_energy_ev=-22184.1750
F -1.354 -1.487 -0.226 -0.250
C -1.938 -0.264 -0.072 -0.324
C -1.340 1.122 -0.459 -0.214
C -0.111 1.534 -0.239 -0.434
C 0.930 0.654 0.482 0.219
F 0.078 -0.225 1.238 -0.280
Cl 1.836 -0.481 -0.452 -0.141
H -2.884 -0.443 -0.552 0.334
H -1.993 -0.025 1.083 0.202
H -1.997 1.848 -0.968 0.331
H 0.178 2.595 -0.294 0.293
H 1.712 1.339 1.048 0.266

Across the entries above, energy relative to the best compared isomer or geometry (same formula, charge and spin) takes the values 534.2, 183.4, 171.0 kJ/mol, respectively.